Entry 1:
94
Properties=species:S:1:pos:R:3:forces:R:3:lowdin_charge:R:1 method="wB97M-V/def2-TZVPD" gap_ev=7.0 total_charge=+1 e_lumo_ev=-4.7 fmax_ev_per_a=2.071
Cl -4.875853 0.606856 0.583842 0.322 0.297 -0.173 0.760
N -1.269154 2.090022 -2.338706 -0.076 0.290 -0.921 0.057
O 6.342784 1.277356 -5.834358 -0.084 -0.053 0.044 0.004
H 3.773227 2.170206 -2.670929 0.001 -0.050 -0.233 0.033
O -0.926863 -5.439566 8.728775 -0.010 -0.051 0.034 0.128
C -2.316586 -1.475985 -0.247290 -0.918 -1.527 0.908 -0.438
H -4.310401 0.174859 3.279451 0.103 0.043 -0.372 0.076
H -3.596297 -1.207069 2.362686 -0.191 0.380 -0.133 0.064
H -4.413737 5.953930 -0.277601 0.081 -0.199 0.364 0.086
H -0.496552 -0.216818 -4.645288 -0.359 0.249 0.302 0.087
C 0.373005 4.004009 -2.429780 -0.454 1.502 -0.354 -0.735
H -3.474966 4.873752 -1.971132 0.062 -0.123 0.239 0.123
H 1.907077 -3.057226 0.318600 0.124 -0.018 0.276 0.078
H 0.023160 -1.929997 -3.859319 0.275 0.350 0.477 0.004
C -0.771931 -2.072940 1.454291 1.245 -1.170 0.317 -0.109
Cl -2.218087 2.117406 3.203987 0.218 -0.157 -0.355 0.644
H 0.027155 -4.049941 1.055533 -0.438 -0.138 0.670 0.151
H 0.710650 -5.461372 5.400783 0.153 0.124 0.153 0.116
C -3.392857 -0.270724 2.892185 0.981 -0.604 0.697 -0.180
O 0.193393 -3.616451 3.092953 -0.157 0.140 -0.293 -0.024
Cl 1.526676 3.078782 -1.465046 -0.654 0.168 -0.271 0.764
C -0.938359 0.878637 -2.840782 0.194 -0.678 -1.023 -0.191
H 2.073442 -1.291159 -4.751768 -0.020 0.135 -0.208 0.063
H 1.186765 -0.327476 -5.968826 0.299 0.060 -0.016 0.088
H 1.768021 1.652249 -4.117512 0.200 -0.286 0.369 0.086
O 0.721714 -4.011398 9.319321 0.017 -0.032 -0.005 0.005
H -0.407417 1.502950 -4.882920 -0.054 -0.174 0.169 0.122
H 7.508162 0.681735 -7.396933 -0.202 0.083 0.036 0.095
H -2.248648 3.617357 0.432024 -0.084 -0.176 -0.262 0.108
C 0.245419 -3.221607 1.739885 1.067 0.945 -0.768 -0.370
H 5.155710 1.187058 -2.216899 0.126 -0.017 -0.129 0.126
C -0.883939 3.316669 -3.049374 1.115 0.377 0.467 -0.045
H 0.013601 -4.961046 11.037325 -0.093 -0.002 -0.102 0.097
H -2.969048 -2.132290 -2.894362 -0.195 -0.355 -0.190 -0.017
C 1.373930 0.636517 -4.014975 -0.720 -0.569 -0.902 -0.653
N -2.161397 -2.726538 -3.052350 0.380 0.647 0.280 -0.242
H 1.799631 -1.665429 1.388021 -0.104 -0.190 0.097 0.074
H 0.775700 -3.015834 3.573193 -0.046 -0.170 0.194 0.102
C -1.959658 2.226236 -1.196461 -0.589 0.884 1.592 -0.121
C 1.911338 -0.286678 -5.149202 0.148 0.840 0.552 -0.099
C -3.210948 1.285971 0.800148 -0.124 -0.293 0.536 -0.572
H -0.217359 -6.431491 6.532044 -0.045 0.085 0.171 0.126
C -4.527890 4.876116 -0.105449 0.093 0.216 -0.900 -0.038
H -5.457378 3.540683 -2.261359 0.185 -0.212 -0.021 0.093
C -1.271092 -4.719857 5.723651 -0.236 0.170 0.266 -0.073
H -1.550465 -2.161792 2.217851 -0.188 0.236 -0.425 0.128
O -1.234138 -2.276082 0.108430 -0.687 1.409 -0.193 -0.077
H -0.786197 -3.418596 10.613849 -0.051 -0.128 -0.014 0.099
H -1.654771 4.088145 -3.015085 -0.052 -0.392 0.068 0.135
Cl 1.897828 -0.062369 -2.440602 -0.037 0.163 -0.128 0.650
O 0.616032 -4.669209 7.265496 0.158 -0.024 0.006 0.034
C 1.683350 -2.758426 1.350042 -0.245 0.150 -0.057 -0.027
O -3.425031 -1.890327 -0.060167 0.785 0.921 -0.373 0.159
H 2.863820 0.138145 -5.484041 -0.156 -0.361 -0.140 0.084
H -1.579759 4.353191 -0.975844 0.031 -0.328 0.239 0.111
C 0.041752 -4.778312 8.466024 0.014 0.122 -0.092 -0.611
C -0.015426 -5.409301 6.211243 -0.237 -0.187 -0.391 -0.209
H -2.803841 -0.562368 3.776587 -0.142 0.121 -0.191 0.086
C -2.313158 3.602174 -0.658679 0.170 0.707 -0.759 -0.069
H 2.431516 -3.174363 2.035476 -0.162 -0.182 -0.324 0.089
C 6.281768 1.376237 -4.507666 0.062 0.138 -0.107 -0.610
C -4.530526 3.049778 -1.935209 -0.291 0.691 0.265 -0.064
H 5.248394 4.183251 -2.880918 -0.119 -0.010 0.065 0.086
C -2.526893 0.703170 2.095808 -1.026 0.488 0.014 -0.672
H 6.622339 3.228312 -2.352100 -0.023 -0.099 0.069 0.080
H -1.054766 -3.689421 5.439270 0.057 -0.060 -0.124 0.064
H -1.686154 -5.243892 4.863057 0.074 0.019 -0.034 0.083
C 7.617861 0.852702 -6.329526 0.260 -0.108 -0.252 -0.030
C 0.158124 -3.961565 10.632294 -0.006 0.074 0.324 -0.038
H -1.539558 0.322248 1.843575 -0.177 -0.070 0.152 0.067
O 5.076615 1.863896 -4.185442 -0.250 -0.143 -0.066 0.019
H -5.587274 4.674678 -0.301467 0.169 -0.084 0.481 0.084
H -3.399401 2.330433 1.031459 -0.001 -0.242 -0.355 0.039
C -1.276044 -0.263695 -2.147528 0.668 -0.112 0.893 -0.185
H -4.825229 2.218827 -1.290225 0.129 0.082 -0.233 0.020
C 5.539298 3.319015 -2.281101 0.189 0.097 -0.166 -0.056
C -2.374556 1.121023 -0.467919 -0.296 -1.127 0.166 -0.087
H -4.034714 2.691817 -2.847379 -0.008 -0.076 0.237 0.081
H 5.278880 3.507447 -1.238836 -0.032 -0.015 -0.015 0.081
H 7.935878 -0.073369 -5.855204 -0.004 0.086 0.114 0.098
C -2.000774 -0.150023 -0.940651 0.609 -0.224 -0.393 0.003
H -2.032471 -4.684778 6.503046 0.042 -0.137 0.023 0.076
C 4.850664 2.067746 -2.783920 0.095 0.181 0.432 -0.242
H -4.233924 4.648129 0.922876 -0.221 -0.104 -0.160 0.079
P -0.822137 -1.970410 -2.730147 -1.565 -1.286 -0.432 0.785
O 0.500464 5.176003 -2.618521 0.208 -1.154 0.210 0.094
H -0.194811 -1.139638 1.496924 -0.475 0.055 0.199 0.117
C -3.704603 4.131492 -1.191376 0.017 -0.367 -0.314 -0.355
C -0.201951 0.712329 -4.155278 0.842 0.264 0.352 -0.146
H 0.860483 -3.424429 11.264198 0.106 0.027 -0.186 0.093
H -0.646740 3.161793 -4.101565 -0.125 -0.296 0.248 0.135
H 8.358800 1.634958 -6.172057 0.011 -0.065 0.116 0.102
H -0.077546 -2.647298 -1.734612 0.372 0.667 -0.393 0.025
O 7.154849 1.092262 -3.734518 -0.028 -0.060 0.060 0.138



Entry 2:
84
Properties=species:S:1:pos:R:3:forces:R:3:lowdin_charge:R:1 method="wB97M-V/def2-TZVPD" gap_ev="7.4 / 4.5" total_charge=+3 e_above_lowest_kcal_mol=44.6 e_lumo_ev="-8.3 / -11.9" fmax_ev_per_a=3.877 multiplicity=5
H -0.425203 1.176489 3.624398 -0.211 -0.066 0.030 0.048
H -0.957630 1.936562 -3.519015 -0.119 0.373 0.193 0.022
H 0.202699 3.201159 -3.089145 -0.463 0.088 -0.071 0.024
C -2.598937 -4.041268 3.279561 0.028 0.208 -0.163 -0.040
H -1.435737 -3.399183 -4.928750 -0.229 -0.165 0.394 0.130
N 0.301071 -0.561738 0.980470 0.285 -1.304 -0.701 -0.378
H 2.041067 3.875564 2.301105 -0.356 -0.142 -0.056 0.070
C -1.686872 -1.857964 -3.384595 0.067 0.176 0.160 -0.018
H -1.580379 3.737162 2.306428 -0.275 -0.227 0.041 0.037
H 0.404632 4.240224 1.692500 0.235 -0.227 0.106 0.032
H 3.677392 2.032952 1.464900 -0.388 -0.224 -0.041 0.069
H -3.560183 2.533943 -0.432929 0.041 -0.216 -0.672 0.025
H 0.168909 -2.998088 -6.679851 0.042 -0.073 0.363 0.110
H 2.311480 -1.710902 -5.828177 -0.657 -0.001 -0.754 0.099
C 2.268863 3.288558 -0.585049 -0.135 -0.106 0.095 -0.245
H 3.530700 -2.731446 0.418466 0.119 0.114 0.580 0.113
C 0.394493 -0.734282 -2.822442 2.163 -1.084 -0.955 -0.538
H -3.892228 -3.059728 1.832970 0.448 -0.170 0.031 0.119
H 3.129082 0.510138 0.681493 -0.014 0.197 0.195 0.043
H 0.912965 -3.648130 -4.501760 0.144 0.399 0.351 0.142
P 1.375803 2.213621 0.632113 2.623 2.199 1.513 0.763
C 3.449710 -2.461274 1.482677 -0.146 -0.292 -0.036 -0.088
H 3.054005 3.840073 -0.050876 -0.224 -0.111 -0.126 0.068
H -3.086183 2.973333 2.894460 0.049 0.282 -0.224 0.072
H 3.065732 -1.470088 5.251125 0.023 -0.235 -0.606 0.128
H -3.169876 1.249768 -1.671056 -0.040 0.764 0.165 0.046
C -1.098220 4.409548 -0.708898 -0.276 -0.057 0.306 -0.216
H -3.078979 -0.654778 1.396064 -0.187 0.660 0.105 0.022
C -1.285075 -4.367929 3.623511 0.645 -0.039 -0.465 -0.030
C -0.193563 -3.910861 2.833690 -0.834 0.583 0.161 -0.055
H 2.742864 2.678004 -1.360579 -0.071 0.111 0.220 0.013
H -4.036582 0.714956 2.119765 0.051 -0.385 -0.415 0.080
H 0.463849 -0.415184 1.968927 -0.166 0.445 0.143 -0.040
C -3.331129 0.420692 1.321433 -0.293 -0.030 -0.034 -0.207
H -3.436161 -4.394106 3.907450 0.576 0.275 -0.447 0.131
P -1.823745 1.401656 1.629245 -1.676 0.481 2.277 0.733
C -1.788880 -2.834862 1.313585 0.000 -0.075 0.873 -0.119
H -1.548021 3.631011 -3.334814 0.434 -0.303 0.127 0.070
H -2.959055 3.552795 1.200731 -0.032 -0.109 0.245 0.037
H 1.599885 4.007881 -1.065222 0.233 -0.166 0.067 0.020
H -1.243503 -0.350535 3.190068 -0.140 0.138 0.055 0.038
C 1.132007 -1.791530 -3.388115 -0.804 0.803 0.045 -0.151
C 1.463004 -1.309765 -6.421592 3.006 1.054 -1.063 0.084
H -1.063064 -4.988890 4.505743 -0.225 0.339 -0.560 0.130
H -2.778890 -1.784851 -3.425892 0.407 -0.383 0.311 0.136
H 5.587429 -2.638360 1.893430 -0.755 0.109 0.277 0.129
H -2.176379 0.977035 3.949284 0.228 -0.130 0.082 0.073
H 1.746169 -0.462862 -7.125926 -0.671 -0.420 1.444 0.138
H -3.417398 2.981558 -2.177969 0.137 -0.407 0.459 0.071
C 2.041320 -1.831215 3.358575 -0.287 -0.070 0.478 -0.103
P -1.190850 2.647174 -1.167043 -2.062 1.533 -2.903 0.724
C -2.856999 -3.281478 2.114793 0.595 -0.282 -0.102 -0.061
C 3.178857 -1.762672 4.196956 -0.304 0.108 -0.715 -0.036
H 1.036176 -1.650762 3.788744 0.733 -0.057 -0.223 0.120
H -0.592938 -1.301917 -6.803833 0.354 -0.416 -0.559 0.120
H 5.329455 -2.022284 4.319090 -0.352 0.074 -0.302 0.126
H 0.641694 2.922726 2.886740 0.169 0.187 -0.282 0.034
H 2.578557 0.904875 2.330325 0.083 0.104 -0.294 0.045
C 0.297172 -1.921570 -6.619101 -2.045 -0.172 0.256 0.072
C -3.036769 2.315219 -1.378854 0.461 0.291 0.143 -0.223
C -2.420296 3.089741 2.028738 -0.060 -0.358 0.396 -0.215
C 2.166462 -2.208472 2.011554 1.295 0.173 -0.127 -0.427
H 2.381424 0.726621 -3.820512 -1.914 -0.700 1.671 0.015
C 4.449981 -2.041314 3.667485 -0.278 -0.466 -0.608 -0.028
H -1.455261 -0.504778 -1.674322 -0.146 0.266 -0.954 0.078
C -0.972728 -2.754603 -4.192931 -0.318 0.886 0.387 -0.046
S 0.807717 -2.171514 0.824404 -0.128 0.963 1.140 1.121
C 0.416237 -2.799997 -4.013654 0.740 -1.109 -1.145 -0.087
H 2.215949 -1.672702 -3.476133 -0.434 -0.447 0.116 0.110
Co -0.411457 1.070504 0.080131 1.745 -3.045 -0.879 -0.015
C -0.459119 -3.045659 1.759695 -0.970 -0.786 -0.153 -0.400
H -1.324523 4.578423 0.332634 0.009 0.096 0.161 0.015
H -3.775933 0.617113 0.330915 0.133 -0.132 0.664 0.032
C 2.834972 1.331140 1.348898 -0.236 -0.207 -0.151 -0.229
C 4.586968 -2.419309 2.307711 -0.248 0.441 0.376 -0.034
S 1.353655 0.785753 -2.753262 0.738 -0.130 -0.284 0.825
C 1.074337 3.431935 2.013407 0.201 -0.097 -0.341 -0.219
C -1.359605 0.734887 3.261035 -0.022 0.186 0.082 -0.215
H -1.825217 4.965843 -1.300231 -0.038 -0.073 -0.087 0.079
H -1.977686 -2.294246 0.377849 0.066 -0.122 0.462 0.091
C -0.982414 -0.982444 -2.550112 0.017 0.647 -0.015 -0.070
H -0.118644 4.819880 -0.915460 0.120 0.019 -0.083 0.042
C -0.837748 2.872771 -2.955649 0.090 0.072 -0.257 -0.299
H 0.835278 -4.153758 3.088501 -0.312 -0.029 0.104 0.115